Molecular formula: C45H48F6O3
Method: DFT, ωB97M-V with the def2-TZVPD basis set

Calculated values
- Electronic energy: -69887.7210 eV
- <S²>: 0.7570
- Total charge: -1
- Spin multiplicity: 2

Element x y z (Å)
C (0.8862, 4.2464, 0.0698)
C (1.7216, 4.5476, 1.2940)
O (1.9819, 3.6022, 2.0380)
C (2.1683, 5.9828, 1.5711)
H (-0.1676, 4.2396, 0.3482)
H (1.2459, 3.3779, -0.4819)
H (0.9416, 5.0316, -0.6842)
H (2.8783, 6.2701, 0.7955)
H (2.6490, 6.1641, 2.5324)
H (1.3091, 6.6502, 1.5051)
C (2.9359, 0.3147, -3.2939)
C (4.1075, -0.3150, -4.0656)
O (4.0687, -1.4827, -4.3356)
C (5.0632, 0.5603, -4.7485)
H (2.4080, -0.4137, -2.6784)
H (2.3723, 0.8809, -4.0354)
H (3.2586, 1.0886, -2.5975)
H (5.5840, 1.0385, -3.9189)
H (4.4937, 1.3779, -5.1905)
H (5.6341, -0.0515, -5.4469)
C (-1.3484, 0.8932, -0.0312)
C (-0.3229, 0.5116, -1.0926)
O (0.2468, 1.3735, -1.7456)
C (-0.0300, -0.9836, -1.2867)
H (-0.7763, 1.5571, 0.6169)
H (-1.7675, 0.0899, 0.5748)
H (-2.1596, 1.4674, -0.4787)
H (-0.0527, -1.2445, -2.3448)
H (-0.7637, -1.4712, -0.6449)
H (0.9316, -1.2890, -0.8741)
F (0.5976, -3.9190, -2.3788)
C (1.6974, -4.0694, -1.6364)
C (1.6525, -4.9425, -0.5637)
C (2.7605, -5.0882, 0.2185)
C (3.9043, -4.3905, -0.0893)
C (3.9613, -3.5620, -1.2021)
C (2.8103, -3.3149, -1.9297)
H (0.7859, -5.5626, -0.3877)
H (2.7781, -5.8636, 0.9701)
H (4.7723, -4.5457, 0.5342)
H (4.8354, -2.9799, -1.4539)
H (2.7522, -2.8546, -2.9050)
F (7.3542, -1.0744, 1.1898)
C (6.2918, -0.2043, 0.9697)
C (5.0010, -0.6248, 1.0603)
C (4.0273, 0.1722, 0.5466)
C (4.3670, 1.4553, 0.0131)
C (5.7018, 1.8294, -0.0596)
C (6.6746, 0.9767, 0.3789)
H (4.6677, -1.5546, 1.4971)
H (2.9827, -0.0881, 0.6331)
H (3.4749, 1.9094, -0.3923)
H (5.9273, 2.7353, -0.6025)
H (7.7058, 1.2555, 0.2200)
F (2.3886, -2.3001, 3.1862)
C (1.2114, -1.6113, 3.2098)
C (1.3314, -0.2539, 2.8339)
C (0.1563, 0.4880, 2.8430)
C (-1.0687, -0.0664, 3.1430)
C (-1.0602, -1.4127, 3.5377)
C (0.0520, -2.1952, 3.5545)
H (2.2909, 0.2091, 2.6566)
H (0.1453, 1.5389, 2.5944)
H (-1.9699, 0.5273, 3.1850)
H (-1.9425, -1.9923, 3.7656)
H (0.0705, -3.2374, 3.8373)
F (-3.3672, 7.5841, -2.2119)
C (-3.1752, 6.2932, -2.2926)
C (-3.5321, 5.3575, -1.3016)
C (-3.0654, 4.0542, -1.4010)
C (-2.4116, 3.6237, -2.5295)
C (-2.1065, 4.5069, -3.5077)
C (-2.5355, 5.8578, -3.3838)
H (-4.0838, 5.5553, -0.3945)
H (-3.3407, 3.3409, -0.6382)
H (-2.1693, 2.5723, -2.5767)
H (-1.5465, 4.0863, -4.3298)
H (-2.0432, 6.6221, -3.9668)
F (-4.1880, -3.6983, 3.1736)
C (-3.7663, -4.3473, 2.0134)
C (-3.8509, -5.7272, 1.8953)
C (-3.3491, -6.2723, 0.7369)
C (-2.7524, -5.5185, -0.2971)
C (-2.6168, -4.1533, -0.1350)
C (-3.2102, -3.5617, 1.0187)
H (-4.2385, -6.3636, 2.6771)
H (-3.2701, -7.3450, 0.6396)
H (-2.2701, -6.0150, -1.1260)
H (-2.1847, -3.5725, -0.9365)
H (-3.0750, -2.4998, 1.1617)
F (-4.3275, -0.3302, 0.1227)
C (-5.3621, -0.1598, 1.0133)
C (-6.0713, -1.2651, 1.5019)
C (-6.9784, -1.1071, 2.5786)
C (-7.4163, 0.2051, 2.8322)
C (-6.7366, 1.3308, 2.3460)
C (-5.6644, 1.1502, 1.4766)
H (-5.9357, -2.2841, 1.1707)
H (-7.3909, -1.9782, 3.0658)
H (-8.1934, 0.3382, 3.5703)
H (-7.1186, 2.2868, 2.6723)
H (-5.2427, 2.0304, 1.0142)